Entry 1:
Computed, not measured: a molecular structure, C21H49CuN8O10, with the ωB97M-V functional and the def2-TZVPD basis.

The geometry in ORCA input format:
```
! RIJCOSX wB97M-V def2-TZVPD def2/J DEFGRID3
* xyz 1 2
Cu -0.77 -2.08 2.08
N 0.00 0.66 0.10
O -0.19 -0.42 0.59
O -0.30 0.93 -1.08
O 0.56 1.50 0.82
C -0.94 -0.12 -4.42
C -2.15 0.81 -4.15
O -3.03 0.82 -4.97
N -2.11 1.47 -2.96
C -3.10 2.50 -2.74
H -1.30 -1.15 -4.37
H -0.15 -0.13 -3.67
H -0.51 0.04 -5.41
H -1.52 1.29 -2.17
H -4.05 2.47 -3.28
H -2.58 3.45 -2.86
H -3.49 2.58 -1.72
C 3.06 -0.31 3.18
C 2.34 -1.57 3.23
O 1.12 -1.60 3.14
N 3.07 -2.57 3.75
C 2.55 -3.89 4.12
H 2.83 0.39 3.99
H 2.66 0.26 2.34
H 4.15 -0.39 3.21
H 3.94 -2.30 4.17
H 2.51 -4.64 3.34
H 1.60 -3.97 4.65
H 3.36 -4.30 4.72
C -1.96 1.98 2.85
C -2.07 0.65 3.62
O -1.54 -0.34 3.14
N -2.71 0.68 4.77
C -2.68 -0.40 5.80
H -0.99 2.46 2.98
H -2.65 2.59 3.42
H -2.27 1.86 1.81
H -3.18 1.55 4.98
H -1.67 -0.63 6.14
H -3.17 -1.32 5.49
H -3.20 -0.14 6.72
C -0.29 4.17 -1.32
C 0.21 5.20 -0.34
O -0.02 6.38 -0.49
N 0.98 4.71 0.57
C 1.53 5.46 1.70
H 0.62 3.80 -1.79
H -0.89 4.66 -2.09
H -0.91 3.35 -0.94
H 1.09 3.71 0.59
H 2.58 5.20 1.57
H 1.10 4.93 2.55
H 1.19 6.49 1.81
C -2.58 -1.97 -1.78
C -3.11 -2.30 -0.42
O -2.37 -2.39 0.57
N -4.37 -2.67 -0.40
C -5.24 -3.04 0.76
H -3.11 -1.18 -2.31
H -2.47 -2.91 -2.33
H -1.64 -1.45 -1.63
H -4.95 -2.49 -1.21
H -4.61 -2.98 1.65
H -5.66 -4.05 0.76
H -6.07 -2.34 0.77
C 1.49 -5.73 0.39
C 1.29 -4.29 0.27
O 0.40 -3.62 0.83
N 2.12 -3.72 -0.56
C 2.15 -2.28 -0.93
H 1.84 -6.17 -0.55
H 0.57 -6.28 0.58
H 2.15 -5.93 1.23
H 2.76 -4.29 -1.09
H 1.27 -2.04 -1.53
H 3.08 -2.06 -1.46
H 2.30 -1.65 -0.06
C 3.74 2.84 -5.48
C 2.77 2.08 -4.66
O 1.51 2.00 -4.89
N 3.37 1.51 -3.61
C 2.77 0.62 -2.59
H 3.57 2.47 -6.49
H 4.77 2.84 -5.14
H 3.44 3.87 -5.28
H 4.36 1.71 -3.62
H 2.51 1.18 -1.70
H 3.49 -0.17 -2.36
H 1.82 0.16 -2.87
*
```

Atomic partial charges in e from the Löwdin method, atoms 1 to 6:
1 Cu 1.01
2 N -0.56
3 O -0.06
4 O -0.04
5 O -0.02
6 C 0.00



Entry 2:
Computed, not measured: a molecular structure, C3H4BNO2, with the ωB97M-V functional and the def2-TZVPD basis.

The geometry in ORCA input format:
```
! RIJCOSX wB97M-V def2-TZVPD def2/J DEFGRID3
* xyz 0 3
B -0.91 1.17 -0.49
C 1.84 1.28 0.40
C 1.94 -1.09 -0.38
C 1.57 0.12 -0.13
N 2.10 2.22 1.11
O -1.23 -0.03 -0.04
O -0.57 2.36 -0.38
H 2.85 -1.57 0.04
H 1.22 -1.76 -1.02
H -0.71 -0.81 -0.32
H 1.82 3.55 1.04
*
```

Atomic partial charges in e from the Löwdin method, atoms 1 to 6:
1 B -0.53
2 C -0.25
3 C -0.05
4 C -0.15
5 N 0.11
6 O 0.21



Entry 3:
Computed, not measured: 2 unconnected molecules or ions with the total composition C6H14N2O2, with the ωB97M-V functional and the def2-TZVPD basis.

The geometry in ORCA input format:
```
! RIJCOSX wB97M-V def2-TZVPD def2/J DEFGRID3
* xyz 1 2
C 0.77 2.43 1.09
C 2.91 -0.33 -0.13
C 1.54 1.65 0.05
O 2.16 2.12 -0.86
N 1.66 0.28 0.36
H 1.42 2.60 1.95
H 1.38 0.04 1.30
H 2.87 -0.41 -1.21
H 0.55 3.43 0.73
H -0.16 1.97 1.40
H 3.78 0.27 0.09
H 3.01 -1.30 0.34
C -1.72 -2.32 1.39
C -1.62 0.28 -1.33
C -2.02 -0.97 -0.65
O -3.11 -1.48 -0.71
N -1.17 -1.49 0.41
H -0.16 -1.31 0.29
H -1.09 -2.24 2.29
H -2.30 0.44 -2.17
H -2.72 -2.05 1.69
H -1.59 -3.39 1.18
H -1.88 1.15 -0.73
H -0.59 0.29 -1.69
*
```

Atomic partial charges in e from the Löwdin method, atoms 1 to 6:
1 C 0.00
2 C -0.07
3 C -0.55
4 O 0.11
5 N -0.04
6 H 0.10



Entry 4:
Computed, not measured: a gas-phase ion, C5H10IN2 (charge +1), with the ωB97M-V functional and the def2-TZVPD basis.

The geometry in ORCA input format:
```
! RIJCOSX wB97M-V def2-TZVPD def2/J DEFGRID3
* xyz 1 1
C 1.63 0.89 -0.46
C -0.17 0.59 1.40
C -1.05 0.05 0.35
C -0.51 1.42 -1.37
C -0.87 -1.31 -0.15
N 1.23 0.72 0.79
N 0.85 1.15 -1.50
I -1.19 3.24 -0.65
H 2.67 0.75 -0.62
H -0.60 1.59 1.57
H 0.06 -0.12 2.24
H -2.08 0.41 0.42
H -1.05 1.10 -2.16
H 0.18 -1.75 -0.51
H -1.71 -1.55 -0.73
H -0.88 -1.88 0.73
H 1.94 0.44 1.44
H 1.45 1.17 -2.33
*
```

Atomic partial charges in e from the Löwdin method, atoms 1 to 6:
1 C -0.09
2 C -0.14
3 C -0.21
4 C -0.65
5 C -0.09
6 N 0.10



Entry 5:
Computed, not measured: a single C22H29NO6 molecule, with the ωB97M-V functional and the def2-TZVPD basis.

The geometry in ORCA input format:
```
! RIJCOSX wB97M-V def2-TZVPD def2/J DEFGRID3
* xyz 0 1
C -4.26 1.63 1.70
C -3.06 0.84 2.20
O -2.06 0.70 1.20
C -2.20 -0.32 0.33
O -3.13 -1.09 0.35
C -1.08 -0.38 -0.61
C -0.50 -1.59 -1.09
C -0.80 -2.91 -0.54
O -0.97 -3.13 0.63
O -0.83 -3.87 -1.49
C -1.16 -5.19 -1.08
C -2.16 -5.79 -2.05
C 0.48 -1.24 -1.99
C 1.39 -2.11 -2.78
N 0.51 0.13 -2.07
C 1.54 0.88 -2.74
C 2.83 0.96 -1.88
C 2.53 1.53 -0.52
C 2.68 2.88 -0.27
C 2.33 3.41 0.97
C 1.81 2.60 1.96
O 1.43 3.02 3.20
C 1.55 4.38 3.51
C 1.66 1.21 1.72
O 1.16 0.49 2.75
C 0.96 -0.89 2.57
C 2.04 0.70 0.49
C -0.43 0.66 -1.24
C -0.72 2.12 -1.17
H -4.73 1.10 0.88
H -3.95 2.61 1.35
H -4.98 1.76 2.50
H -3.38 -0.16 2.52
H -2.56 1.36 3.02
H -1.57 -5.15 -0.06
H -0.23 -5.78 -1.06
H -1.74 -5.80 -3.06
H -3.07 -5.20 -2.06
H -2.40 -6.81 -1.76
H 2.43 -2.01 -2.47
H 1.33 -1.88 -3.84
H 1.09 -3.15 -2.64
H 1.17 1.89 -2.92
H 1.77 0.42 -3.70
H 3.25 -0.03 -1.78
H 3.55 1.59 -2.41
H 3.07 3.54 -1.03
H 2.46 4.47 1.14
H 1.19 4.49 4.53
H 2.59 4.71 3.46
H 0.94 5.01 2.85
H 1.90 -1.41 2.36
H 0.56 -1.25 3.51
H 0.24 -1.10 1.77
H 1.93 -0.35 0.29
H -1.54 2.28 -0.48
H 0.14 2.68 -0.82
H -1.01 2.50 -2.16
*
```

SMILES string = CCOC(=O)c1c(C(=O)OCC)c(C)n(CCc2ccc(OC)c(OC)c2)c1C

Atomic partial charges in e from the Löwdin method, atoms 1 to 6:
1 C -0.06
2 C -0.21
3 O -0.02
4 C -0.44
5 O 0.13
6 C -0.04



Energy above the lowest of the compared OMol25 structures with the same formula, charge and spin per entry: 16.64; 0.00; 30.91; 56.44; 20.32 kcal/mol
Largest force on an atom per entry: 4.26; 4.95; 2.22; 4.72; 0.72 eV/Å